Entry 1:
The molecule C18H25N9O2S at a distorted geometry, computed with ωB97M-V with the def2-TZVPD basis set.

The value obtained for the HOMO energy is -7.9 eV. The value obtained for the energy above the lowest of the compared OMol25 structures with the same formula, charge and spin is 0.00 kJ/mol. As for the charge: 0. The multiplicity is 1. For the calculated total energy, the calculation gives -1742.53459 a.u. For the LUMO energy, the calculation gives 0.60 eV. As for the structure (SMILES): CCn1c(SCc2nc(N)nc(N3CCCCC3)n2)nc2c1c(=O)n(C)c(=O)n2C. For the HOMO-LUMO gap, the calculation gives 0.312 Ha.

XYZ file:
```
55
Properties=species:S:1:pos:R:3:forces:R:3:lowdin_charge:R:1
C -1.011 -2.714 -3.299 0.235 -0.028 -0.048 -0.063
C 0.453 -3.139 -3.248 -0.491 -0.117 -0.426 -0.187
N 1.085 -2.651 -2.049 0.453 0.350 0.297 -0.018
C 1.688 -1.459 -1.868 0.140 -0.420 0.122 -0.625
S 1.860 -0.300 -3.146 0.243 0.268 -0.465 0.996
C 1.787 1.189 -2.122 0.087 -0.478 -0.139 -0.375
C 0.462 1.319 -1.433 -0.414 0.052 0.228 -0.408
N -0.312 0.252 -1.356 -0.171 -0.213 -0.039 0.144
C -1.436 0.429 -0.646 0.269 0.370 -0.119 -0.438
N -2.244 -0.637 -0.509 -0.148 -0.166 0.051 0.177
N -1.813 1.571 -0.090 -0.240 0.020 0.183 0.183
C -0.980 2.601 -0.277 0.086 -0.579 -0.312 -0.339
N -1.333 3.798 0.197 -0.096 0.198 0.037 -0.061
C -0.464 4.947 0.111 0.506 0.201 0.039 -0.154
C -0.054 5.400 1.513 -0.237 0.162 -0.161 -0.176
C -1.297 5.670 2.357 0.178 -0.232 0.169 -0.210
C -2.177 4.424 2.395 -0.098 0.222 -0.215 -0.176
C -2.534 3.995 0.971 -0.325 -0.190 0.372 -0.155
N 0.194 2.506 -0.932 0.229 0.299 0.007 0.174
N 2.134 -1.273 -0.633 0.243 0.049 0.307 0.158
C 1.767 -2.389 0.026 -0.608 -0.509 -1.059 -0.222
C 1.109 -3.273 -0.817 0.304 0.296 0.664 -0.066
C 0.615 -4.536 -0.375 0.101 0.299 -0.143 -0.369
O 0.019 -5.368 -1.036 -0.088 -0.067 -0.206 0.061
N 0.889 -4.732 0.986 -0.094 -0.247 0.032 0.030
C 0.452 -5.984 1.581 -0.111 -0.261 0.096 -0.008
C 1.542 -3.871 1.855 0.096 0.241 0.022 -0.443
O 1.710 -4.165 3.020 0.012 -0.164 0.275 0.076
N 1.983 -2.671 1.338 0.007 -0.045 0.076 0.012
C 2.672 -1.721 2.182 0.130 0.144 0.224 -0.004
H -1.573 -3.228 -2.522 -0.073 -0.069 0.076 0.071
H -1.438 -2.977 -4.262 -0.110 -0.048 -0.095 0.077
H -1.090 -1.638 -3.158 -0.025 0.084 -0.018 0.055
H 0.528 -4.229 -3.243 0.101 0.165 -0.075 0.123
H 0.998 -2.733 -4.104 -0.028 -0.138 0.073 0.103
H 2.578 1.115 -1.374 -0.050 0.139 -0.017 0.082
H 1.969 2.046 -2.767 0.023 -0.044 0.019 0.084
H -3.048 -0.562 0.086 0.006 -0.020 -0.008 0.105
H -1.928 -1.531 -0.837 -0.001 -0.008 0.010 0.081
H 0.405 4.668 -0.484 -0.162 0.165 0.042 0.107
H -1.006 5.756 -0.393 0.040 -0.013 -0.015 0.129
H 0.562 6.297 1.439 0.071 -0.004 -0.003 0.110
H 0.542 4.614 1.980 0.085 -0.027 0.003 0.117
H -1.008 5.957 3.370 -0.039 0.083 -0.001 0.108
H -1.859 6.500 1.921 -0.033 0.084 0.012 0.112
H -3.092 4.618 2.957 -0.029 -0.052 0.037 0.110
H -1.639 3.611 2.887 -0.020 -0.075 0.045 0.117
H -3.094 3.060 0.967 -0.017 0.226 -0.018 0.105
H -3.134 4.778 0.490 -0.019 -0.042 0.010 0.129
H 1.311 -6.528 1.972 -0.062 0.011 0.013 0.099
H -0.041 -6.561 0.802 0.056 0.056 0.113 0.085
H -0.236 -5.784 2.402 0.045 -0.044 -0.021 0.098
H 2.679 -2.120 3.194 0.009 0.075 -0.122 0.088
H 2.153 -0.764 2.151 0.042 0.006 0.030 0.093
H 3.693 -1.582 1.825 -0.009 0.036 0.041 0.096
```
Positions in Å, forces in eV/Å.

Entry 2:
The molecule C18H25NO4, computed with ωB97M-V with the def2-TZVPD basis set.

The value obtained for the HOMO energy is -8.5 eV. The value obtained for the energy above the lowest of the compared OMol25 structures with the same formula, charge and spin is 75.17 kJ/mol. As for the charge: 0. The multiplicity is 1. For the calculated total energy, the calculation gives -1056.65185 a.u. For the LUMO energy, the calculation gives 0.66 eV. As for the structure (SMILES): COc1ccccc1CCC(=O)OCC(=O)NC1CCCCC1. For the HOMO-LUMO gap, the calculation gives 0.338 Ha.

XYZ file:
```
48
Properties=species:S:1:pos:R:3:forces:R:3:lowdin_charge:R:1
C -3.327 -2.830 -0.380 -0.034 -0.242 0.071 -0.076
O -3.130 -1.488 -0.756 -0.035 0.384 -0.051 -0.098
C -3.897 -0.527 -0.159 -0.186 0.206 0.009 -0.228
C -4.892 -0.786 0.775 0.148 -0.290 -0.087 -0.015
C -5.627 0.255 1.315 -0.032 0.118 0.014 -0.083
C -5.384 1.559 0.930 -0.101 0.055 0.123 -0.091
C -4.390 1.818 0.002 0.011 -0.159 -0.019 -0.037
C -3.641 0.794 -0.552 0.015 -0.167 -0.156 -0.164
C -2.532 1.089 -1.520 0.067 -0.022 0.091 -0.114
C -1.198 1.298 -0.775 -0.073 -0.120 -0.065 -0.068
C -0.806 0.029 -0.062 0.012 0.464 0.320 -0.504
O -1.060 -0.240 1.080 0.051 -0.028 0.003 0.137
O -0.110 -0.777 -0.885 0.218 -0.083 -0.453 -0.012
C 0.280 -2.045 -0.379 -0.060 -0.492 0.373 -0.061
C 1.707 -2.077 0.184 -0.503 0.203 -0.274 -0.460
O 2.151 -3.084 0.692 -0.035 -0.368 0.113 0.069
N 2.381 -0.927 0.046 0.121 0.615 -0.163 0.122
C 3.714 -0.708 0.565 0.369 -0.253 0.242 -0.303
C 4.687 -0.358 -0.566 -0.211 -0.033 -0.060 -0.144
C 4.397 1.019 -1.159 0.316 -0.001 0.164 -0.201
C 4.426 2.089 -0.071 -0.303 0.038 -0.146 -0.206
C 3.418 1.766 1.028 0.336 -0.014 0.133 -0.199
C 3.703 0.392 1.632 -0.205 -0.044 -0.090 -0.140
H -2.624 -3.410 -0.976 -0.063 -0.006 0.062 0.094
H -4.346 -3.163 -0.602 0.049 0.019 0.023 0.098
H -3.116 -2.982 0.683 -0.015 0.013 -0.030 0.103
H -5.099 -1.794 1.096 0.007 -0.104 0.002 0.103
H -6.395 0.037 2.043 -0.060 -0.020 0.054 0.103
H -5.958 2.370 1.351 -0.054 0.066 0.037 0.099
H -4.189 2.835 -0.301 0.032 0.110 -0.058 0.115
H -2.760 1.999 -2.078 0.001 -0.065 -0.017 0.120
H -2.420 0.261 -2.221 -0.001 0.112 -0.084 0.122
H -1.315 2.092 -0.036 0.066 -0.073 -0.009 0.131
H -0.422 1.564 -1.494 0.032 0.027 0.052 0.121
H 0.212 -2.756 -1.206 0.056 0.100 0.092 0.143
H -0.399 -2.351 0.423 0.166 0.005 -0.140 0.131
H 1.926 -0.152 -0.410 -0.105 -0.193 0.011 0.125
H 4.008 -1.660 1.020 -0.036 0.181 -0.079 0.146
H 5.701 -0.368 -0.161 0.081 -0.013 0.006 0.119
H 4.627 -1.123 -1.342 0.059 -0.060 0.042 0.117
H 5.141 1.248 -1.924 -0.090 -0.009 -0.084 0.109
H 3.419 1.017 -1.647 -0.060 0.028 -0.106 0.106
H 4.204 3.067 -0.504 0.083 0.041 0.023 0.108
H 5.427 2.134 0.362 0.080 0.049 0.020 0.114
H 3.469 2.523 1.812 -0.124 0.016 -0.011 0.110
H 2.405 1.791 0.619 -0.106 0.064 -0.004 0.103
H 2.952 0.152 2.386 0.058 -0.059 0.051 0.119
H 4.679 0.409 2.120 0.059 0.005 0.055 0.119
```
Positions in Å, forces in eV/Å.

Entry 3:
The molecule C18H26 at a distorted geometry, computed with ωB97M-V with the def2-TZVPD basis set.

The value obtained for the HOMO energy is -8.0 eV. The value obtained for the energy above the lowest of the compared OMol25 structures with the same formula, charge and spin is 110.65 kJ/mol. As for the charge: 0. The multiplicity is 1. For the calculated total energy, the calculation gives -701.38140 a.u. For the LUMO energy, the calculation gives 0.78 eV. As for the structure (SMILES): CC[C@]1(C(C)[C@@]2(CC)C=CC=CC2)C=CC=CC1. For the HOMO-LUMO gap, the calculation gives 0.323 Ha.

XYZ file:
```
44
Properties=species:S:1:pos:R:3:forces:R:3:lowdin_charge:R:1
C 0.026 -3.406 -0.425 1.152 -0.265 -0.023 -0.090
C -0.108 -1.973 0.085 0.142 0.374 0.678 -0.196
C 0.764 -0.837 -0.567 -0.699 0.086 -0.573 -0.359
C 0.568 0.627 0.050 -0.066 -0.754 1.084 -0.224
C 1.092 1.648 -0.972 -0.071 1.743 0.918 -0.065
C -0.835 1.072 0.695 -0.296 -0.049 -0.726 -0.362
C -1.956 0.949 -0.389 -0.087 0.541 0.863 -0.206
C -3.288 1.583 0.003 -0.115 0.212 -0.059 -0.097
C -1.276 0.247 1.910 0.918 0.443 2.872 -0.032
C -0.831 0.558 3.202 -1.774 -1.635 -2.422 -0.074
C 0.041 1.670 3.388 0.573 1.627 -0.562 -0.137
C 0.139 2.649 2.468 -0.320 -0.607 -0.147 -0.063
C -0.737 2.544 1.226 0.391 -0.437 0.222 -0.132
C 0.320 -0.807 -2.034 0.938 -0.957 -1.448 -0.049
C 1.045 -1.396 -3.032 -0.951 0.406 1.318 -0.086
C 2.317 -2.043 -2.756 1.449 0.164 1.131 -0.106
C 2.950 -1.882 -1.563 -2.013 -0.051 -0.643 -0.078
C 2.287 -1.158 -0.395 0.294 0.240 -0.252 -0.123
H 1.097 -3.672 -0.481 -0.417 -0.052 -0.025 0.073
H -0.445 -4.160 0.230 0.025 0.575 -0.113 0.078
H -0.382 -3.532 -1.420 -0.091 0.032 -0.252 0.067
H 0.111 -1.995 1.165 -0.087 0.221 -0.205 0.116
H -1.149 -1.695 -0.031 -0.216 0.141 0.164 0.083
H 1.254 0.628 0.928 -0.307 0.105 -0.485 0.135
H 0.312 2.059 -1.654 0.455 -0.320 0.540 0.090
H 1.889 1.292 -1.601 0.246 -0.540 -0.227 0.070
H 1.559 2.511 -0.410 -0.675 -0.679 -0.641 0.098
H -2.156 -0.085 -0.613 0.193 -0.505 0.043 0.087
H -1.622 1.395 -1.305 0.248 0.269 -0.546 0.090
H -3.296 2.671 -0.194 -0.209 -0.544 0.041 0.083
H -4.123 1.076 -0.491 0.118 0.371 -0.308 0.075
H -3.487 1.430 1.054 0.016 0.096 0.455 0.063
H -2.006 -0.563 1.811 0.367 0.216 -0.201 0.111
H -1.171 0.003 4.107 0.244 0.303 -1.031 0.111
H 0.549 1.791 4.312 0.495 -0.057 0.708 0.087
H 0.763 3.531 2.635 -0.233 -0.280 -0.044 0.104
H -0.434 3.248 0.462 0.222 -0.006 -0.302 0.105
H -1.728 2.889 1.539 -0.147 -0.196 0.000 0.117
H -0.660 -0.394 -2.301 0.404 -0.058 0.319 0.108
H 0.692 -1.478 -4.053 -0.269 0.272 0.082 0.095
H 2.807 -2.631 -3.542 -0.240 0.307 0.275 0.100
H 3.876 -2.367 -1.375 0.732 -0.237 0.067 0.085
H 2.362 -1.779 0.525 0.199 0.340 -0.443 0.125
H 2.870 -0.213 -0.195 -0.539 -0.856 -0.099 0.124
```
Positions in Å, forces in eV/Å.

Entry 4:
A cluster of 3 separate species, C18H26B2N2O7P in total, computed with ωB97M-V with the def2-TZVPD basis set.

The value obtained for the HOMO energy is -3.2 eV. As for the charge: -1. The multiplicity is 1. For the calculated total energy, the calculation gives -1728.68402 a.u. For the LUMO energy, the calculation gives 0.83 eV. For the HOMO-LUMO gap, the calculation gives 0.149 Ha.

XYZ file:
```
56
Properties=species:S:1:pos:R:3:forces:R:3:lowdin_charge:R:1
C -1.369 -0.768 -0.836 -0.399 -0.019 -0.426 -0.113
C -2.526 -1.599 -1.435 0.179 0.566 0.400 -0.134
B -3.122 -2.741 -0.546 -0.237 -0.118 0.105 -0.432
O -4.454 -3.115 -0.761 0.162 0.416 -0.569 0.099
C -2.267 -3.510 0.554 -0.044 -0.017 -0.412 -0.249
C -2.815 -4.900 0.870 0.338 0.208 0.176 -0.219
O -2.422 -5.681 -0.222 0.117 -0.158 -0.221 -0.105
B -1.323 -4.925 -0.945 -0.697 -0.232 -0.187 -0.900
P 0.272 -5.947 -1.460 0.704 0.262 -0.027 0.881
C -0.294 -6.784 -3.019 -0.310 0.160 0.213 -0.370
C 0.423 -7.374 -0.272 -0.108 0.052 -0.171 -0.349
O -1.009 -3.801 -0.055 0.230 0.018 0.241 -0.083
H -0.607 -0.593 -1.593 0.178 0.052 0.093 0.059
H -0.901 -1.258 0.011 0.120 -0.072 0.026 0.065
H -1.744 0.205 -0.522 0.059 0.056 0.156 0.052
H -2.182 -2.101 -2.343 -0.030 -0.203 0.004 0.104
H -3.328 -0.929 -1.758 -0.110 -0.046 -0.093 0.091
H -4.453 -3.993 -1.151 -0.154 -0.507 0.321 0.100
H -2.137 -2.919 1.468 0.121 0.089 0.031 0.142
H -3.902 -4.888 0.985 -0.067 -0.125 0.125 0.110
H -2.339 -5.252 1.799 -0.170 -0.137 0.076 0.114
H -1.802 -4.560 -2.058 0.083 0.122 0.126 0.085
H 0.010 -7.829 -3.036 0.105 -0.062 -0.095 0.008
H 0.137 -6.256 -3.865 0.068 -0.103 -0.160 0.002
H -1.380 -6.720 -3.109 -0.069 -0.134 -0.032 0.014
H 1.474 -7.551 -0.051 0.041 -0.042 0.128 -0.004
H 0.010 -8.294 -0.687 -0.141 -0.024 0.049 0.014
H -0.111 -7.129 0.644 -0.026 -0.058 0.097 0.016
C 1.266 5.843 -2.574 -0.016 -0.045 -0.014 -0.076
C 0.416 5.652 -1.494 0.002 0.035 -0.034 -0.079
C 0.278 4.395 -0.931 -0.077 0.113 0.130 -0.016
C 1.008 3.349 -1.458 -0.041 -0.026 -0.030 -0.147
C 1.846 3.509 -2.543 0.121 -0.003 -0.107 -0.002
C 1.969 4.770 -3.105 0.001 0.046 0.042 -0.067
N 0.912 2.021 -0.816 0.026 0.134 -0.024 -0.344
O 0.172 1.919 0.140 0.025 0.004 0.122 0.069
O 1.598 1.132 -1.269 0.060 -0.076 -0.010 0.088
H 1.386 6.831 -2.998 -0.013 0.004 -0.016 0.105
H -0.125 6.487 -1.072 -0.013 0.014 -0.014 0.109
H -0.369 4.231 -0.083 0.003 -0.071 0.006 0.121
H 2.396 2.666 -2.932 -0.026 -0.051 0.041 0.119
H 2.628 4.916 -3.950 0.003 -0.005 -0.013 0.105
C 1.909 3.143 4.739 0.001 0.019 -0.006 -0.067
C 1.600 4.448 5.102 0.011 -0.053 -0.006 -0.069
C 1.712 5.473 4.177 -0.037 0.069 0.131 -0.009
C 2.138 5.163 2.900 -0.013 -0.005 -0.011 -0.148
C 2.456 3.873 2.517 0.005 -0.117 -0.071 0.001
C 2.337 2.857 3.450 -0.004 -0.016 0.054 -0.052
N 2.230 6.238 1.896 -0.122 -0.191 0.059 -0.347
O 1.923 7.364 2.234 0.031 0.075 0.029 0.071
O 2.584 5.922 0.781 0.146 0.136 -0.142 0.072
H 1.810 2.345 5.462 0.000 -0.010 0.005 0.108
H 1.263 4.668 6.105 -0.003 0.004 0.012 0.105
H 1.470 6.491 4.439 0.006 0.030 -0.063 0.116
H 2.778 3.667 1.508 -0.006 0.054 -0.024 0.118
H 2.570 1.840 3.166 -0.016 -0.013 -0.017 0.115
```
Positions in Å, forces in eV/Å.